{
  "formula": "C18H22N2O3",
  "method": "ωB97M-V with the def2-TZVPD basis set",
  "symbols": ["C", "C", "C", "O", "O", "C", "C", "N", "C", "C", "C", "C", "C", "C", "N", "C", "C", "C", "O", "C", "C", "C", "C", "H", "H", "H", "H", "H", "H", "H", "H", "H", "H", "H", "H", "H", "H", "H", "H", "H", "H", "H", "H", "H", "H"],
  "positions_angstrom": [[0.571, -0.859, 3.492], [2.129, -1.205, 3.530], [2.963, -0.053, 2.835], [3.220, -0.176, 1.656], [3.304, 1.032, 3.628], [4.038, 2.036, 2.913], [3.103, 3.131, 2.215], [2.111, 2.535, 1.292], [2.406, 2.261, -0.032], [1.403, 1.629, -0.898], [0.077, 1.276, -0.377], [-1.043, 0.571, -1.172], [-0.703, 0.077, -2.534], [-1.734, -0.634, -3.294], [-2.998, -0.828, -2.751], [-3.974, -1.590, -3.562], [-3.611, -3.170, -3.147], [-2.565, -3.890, -4.159], [-4.093, -4.187, -4.070], [-3.352, -0.385, -1.500], [-2.407, 0.332, -0.649], [-0.207, 1.627, 1.033], [0.858, 2.258, 1.819], [0.144, -1.118, 2.479], [0.027, -1.439, 4.287], [0.461, 0.245, 3.711], [2.500, -1.321, 4.580], [2.306, -2.181, 2.997], [4.813, 1.634, 2.209], [4.611, 2.618, 3.695], [2.561, 3.633, 3.069], [3.748, 3.918, 1.751], [3.404, 2.475, -0.479], [1.667, 1.419, -1.966], [0.319, 0.206, -2.962], [-1.517, -1.033, -4.313], [-5.037, -1.472, -3.238], [-3.806, -1.534, -4.662], [-3.523, -3.423, -2.022], [-1.922, -4.720, -3.786], [-2.645, -3.687, -5.253], [-4.377, -0.609, -1.125], [-2.703, 0.657, 0.380], [-1.203, 1.409, 1.490], [0.674, 2.531, 2.891]],
  "forces_ev_per_a": [[0.70, 0.10, 0.23], [0.07, 0.62, 0.47], [-0.96, -2.14, -0.09], [0.18, 1.17, 0.80], [-0.21, -0.67, -1.65], [0.90, 1.53, 0.02], [0.99, -0.21, 1.83], [-1.39, -0.23, -1.09], [-2.25, -1.33, -0.84], [-0.40, 0.33, 1.74], [0.44, 0.93, 1.98], [-0.38, -0.88, -1.60], [-2.73, -0.62, 1.09], [1.28, 1.36, 1.94], [0.73, 1.18, -0.10], [-0.01, -3.87, 0.99], [1.53, -0.77, -3.37], [-4.01, -0.34, 0.64], [1.73, 1.53, 2.80], [1.87, 1.02, 1.08], [1.09, -0.79, -2.19], [2.62, 0.53, -1.07], [-1.34, -0.95, -1.46], [0.43, 0.39, 1.08], [0.54, 0.60, -0.88], [-0.19, -1.22, -0.20], [-0.52, 0.17, -0.81], [0.07, 1.27, 0.39], [-1.03, 0.00, 0.54], [-0.71, -0.67, -0.77], [0.26, -0.53, -1.17], [-0.68, -0.87, -0.04], [-0.87, -0.01, 0.93], [-0.11, 0.36, 1.35], [-1.22, -0.21, 0.34], [-0.49, 0.34, 1.07], [1.02, 0.64, -0.37], [-0.20, 0.43, 1.06], [-0.33, 0.40, -1.93], [-0.66, 0.79, -0.30], [1.46, 0.72, 1.09], [0.93, 0.19, -0.62], [0.12, -0.41, -1.32], [1.33, 0.36, -0.27], [0.41, -0.25, -1.28]],
  "nbo_charge": [-0.61, -0.50, 0.81, -0.61, -0.51, -0.10, -0.26, -0.28, 0.13, -0.18, 0.02, 0.02, -0.18, 0.10, -0.28, -0.26, 0.06, -0.19, -0.47, 0.11, -0.20, -0.18, 0.10, 0.20, 0.25, 0.19, 0.25, 0.25, 0.23, 0.24, 0.25, 0.26, 0.27, 0.26, 0.26, 0.27, 0.26, 0.26, 0.22, 0.23, 0.24, 0.27, 0.26, 0.26, 0.27],
  "fmax_ev_per_a": 4.1,
  "total_charge": 2,
  "lumo_ev": -8.2,
  "homo_lumo_gap_ev": 7.351,
  "e_tot_ev": -28125.69071,
  "de_lowest_kj_mol": 202.7
}